78
Properties=species:S:1:pos:R:3 method="wB97M-V/def2-TZVPD" homo_ev="-8.90 / -8.81" total_charge=+1 lumo_energy_ev="-5.79 / -4.18"
Ga -4.092 3.431 0.850
C 1.818 -1.552 -0.336
C 1.617 -0.820 -1.542
C 2.150 0.665 0.113
C 2.122 -0.627 0.692
C 1.843 0.546 -1.263
C 1.809 -3.028 -0.226
H 0.952 -3.467 -0.758
H 1.752 -3.359 0.819
H 2.727 -3.461 -0.664
C 2.402 -0.944 2.102
H 2.230 -1.992 2.323
H 1.776 -0.380 2.791
H 3.434 -0.721 2.374
C 2.409 1.935 0.822
H 3.262 1.848 1.511
H 1.524 2.223 1.417
H 2.629 2.755 0.122
C 1.757 1.658 -2.225
H 2.697 1.862 -2.749
H 1.490 2.585 -1.720
H 0.997 1.467 -2.982
C 1.227 -1.361 -2.863
H 1.966 -1.107 -3.640
H 0.261 -0.938 -3.185
H 1.121 -2.454 -2.847
C -2.427 -1.724 0.634
C -1.959 -2.732 -0.102
C -2.018 -2.927 -1.586
C -3.159 -2.334 -2.434
C -2.791 -0.987 -2.987
C -2.371 0.043 -2.201
C -2.805 0.403 -0.808
C -3.382 -0.650 0.156
H -2.135 -4.016 -1.612
H -4.095 -2.339 -1.842
H -1.067 -2.728 -2.121
H -4.364 -1.024 -0.252
H -2.193 -1.725 1.714
H -1.368 -3.505 0.402
H -3.746 -0.156 1.088
H -2.056 1.124 -0.404
H -2.163 1.010 -2.701
H -3.628 1.136 -1.009
H -3.174 -3.027 -3.320
H -3.005 -0.821 -4.055
P -5.857 0.815 -1.172
C -7.274 0.125 -0.260
C -6.183 0.130 -2.866
P -4.731 3.575 -1.630
C -6.285 2.590 -1.284
C -4.554 3.076 -3.414
C -5.672 5.112 -2.056
H -7.414 0.720 0.658
H -7.015 -0.917 -0.011
H -8.169 0.154 -0.901
H -7.252 0.204 -3.135
H -5.895 -0.935 -2.867
H -5.592 0.614 -3.654
H -6.609 4.809 -2.549
H -5.093 5.725 -2.764
H -5.911 5.698 -1.152
H -6.660 2.933 -0.304
H -7.042 2.779 -2.062
H -4.055 3.873 -3.977
H -5.539 2.928 -3.888
H -3.966 2.172 -3.569
F 0.757 3.080 4.580
C -0.079 3.118 3.457
C -0.468 4.343 2.902
C -1.609 4.392 2.076
C -2.331 3.223 1.809
C -1.680 1.986 2.050
C -0.564 1.918 2.901
H 0.152 5.231 3.056
H -1.955 5.277 1.540
H -1.975 1.103 1.448
H -0.035 0.957 3.041

=====

82
Properties=species:S:1:pos:R:3 method="wB97M-V/def2-TZVPD" homo_ev="-2.07 / -2.04" total_charge=-2 s2=0.75 multiplicity=2 lumo_energy_ev="4.01 / 4.01"
Cu 0.186 0.292 -0.673
S 0.268 -0.368 1.854
C -1.420 -0.807 1.758
N -2.281 -0.651 2.717
N -1.809 -0.070 3.824
C -2.622 0.276 4.863
C -3.987 -0.056 4.869
C -4.781 0.286 5.946
C -4.252 0.960 7.042
C -2.902 1.292 7.040
C -2.094 0.959 5.970
N -1.978 -1.378 0.637
N -1.322 -1.418 -0.424
C -2.070 -2.041 -1.460
C -2.959 -3.079 -1.173
C -3.643 -3.712 -2.194
C -3.474 -3.296 -3.508
C -2.612 -2.245 -3.786
C -1.899 -1.623 -2.773
H -0.836 0.237 3.781
H -4.388 -0.565 4.005
H -5.833 0.024 5.938
H -4.878 1.219 7.887
H -2.477 1.819 7.886
H -1.044 1.226 5.968
H -3.084 -3.380 -0.142
H -4.317 -4.530 -1.965
H -4.018 -3.784 -4.308
H -2.491 -1.904 -4.807
H -1.241 -0.787 -2.974
C 1.215 -2.446 -4.726
C 2.421 -2.501 -3.808
O 2.445 -1.392 -2.921
P 2.293 -1.478 -1.305
O 1.966 -0.091 -0.839
Te 1.209 -3.447 -0.612
O 3.866 -1.559 -0.866
C 4.652 -2.714 -1.066
C 5.819 -2.688 -0.093
H 1.360 -3.112 -5.580
H 1.080 -1.426 -5.085
H 0.321 -2.743 -4.187
H 3.343 -2.460 -4.400
H 2.417 -3.437 -3.238
H 5.027 -2.734 -2.098
H 4.037 -3.608 -0.909
H 6.282 -1.701 -0.103
H 6.560 -3.437 -0.379
H 5.468 -2.895 0.917
C -4.632 3.027 3.386
C -5.158 2.043 2.382
C -6.269 1.261 2.643
C -6.691 0.321 1.715
Cl -8.102 -0.648 2.070
C -6.010 0.132 0.531
C -4.917 0.938 0.240
C -4.501 1.904 1.148
O -3.495 2.787 0.942
C -2.911 2.907 -0.350
C -2.059 1.686 -0.807
O -2.445 1.059 -1.787
O -1.030 1.499 -0.086
H -5.136 2.915 4.345
H -4.751 4.051 3.026
H -3.564 2.856 3.528
H -6.799 1.375 3.579
H -6.314 -0.636 -0.167
H -4.385 0.786 -0.689
H -2.245 3.765 -0.266
H -3.682 3.101 -1.101
F 3.392 4.679 -5.062
C 2.600 3.743 -4.483
C 1.917 2.823 -5.256
F 2.043 2.876 -6.598
C 1.122 1.861 -4.674
F 0.471 1.003 -5.489
C 0.941 1.736 -3.269
O 0.221 0.825 -2.754
C 1.630 2.741 -2.529
F 1.480 2.770 -1.193
C 2.438 3.695 -3.108
F 3.074 4.599 -2.342

=====

109
Properties=species:S:1:pos:R:3 method="wB97M-V/def2-TZVPD" homo_ev=-9.32 relative_energy_kcal_mol=6.81 lumo_energy_ev=-0.34
C -4.111 2.531 -0.669
C -3.327 3.373 0.342
O -2.957 4.625 -0.200
C -1.593 4.967 0.010
C -0.791 4.337 -1.114
O 0.625 4.440 -0.990
C 1.181 3.648 0.021
C 1.382 2.173 -0.362
P 0.850 1.664 -2.105
O 1.159 0.068 -2.096
I 2.581 2.498 -3.596
O 2.863 1.938 -0.340
S 3.300 0.721 0.553
O 4.159 -0.093 -0.189
O 3.706 1.073 1.853
O 1.831 0.055 0.646
C 0.889 1.123 0.621
P 0.638 1.662 2.383
O -0.712 2.225 2.595
H -3.655 1.554 -0.774
H -4.107 2.991 -1.645
H -5.118 2.375 -0.312
H -3.932 3.486 1.236
H -2.459 2.804 0.649
H -1.525 6.047 -0.003
H -1.306 4.623 1.000
H -1.048 4.868 -2.018
H -1.137 3.315 -1.253
H 0.635 3.737 0.954
H 2.171 4.028 0.217
H 0.316 -0.391 -1.941
H -0.095 0.778 0.315
H 0.888 0.521 3.159
H 1.665 2.577 2.661
C 2.380 2.060 9.579
C 2.186 3.482 9.095
O 1.792 3.530 7.715
C 0.515 3.232 7.473
O -0.319 2.961 8.296
O 0.322 3.293 6.156
C -0.995 2.924 5.725
H 3.085 1.533 8.935
H 2.764 2.058 10.599
H 1.441 1.510 9.564
H 3.127 4.025 9.144
H 1.460 4.018 9.706
H -1.756 3.500 6.246
H -1.154 1.859 5.886
H -1.052 3.129 4.663
C 1.436 -4.548 -2.832
C 1.174 -3.112 -3.236
O 0.849 -3.010 -4.634
C -0.408 -3.334 -4.925
O -1.266 -3.568 -4.112
O -0.555 -3.303 -6.247
C -1.832 -3.727 -6.737
H 2.209 -4.983 -3.466
H 1.762 -4.595 -1.793
H 0.542 -5.161 -2.939
H 2.076 -2.522 -3.093
H 0.384 -2.660 -2.635
H -2.642 -3.185 -6.255
H -1.955 -4.798 -6.586
H -1.842 -3.511 -7.801
C 0.278 0.262 -7.556
C -1.172 -0.159 -7.608
O -2.015 0.867 -8.155
C -1.974 0.994 -9.480
O -1.331 0.319 -10.241
O -2.782 1.999 -9.823
C -2.788 2.299 -11.221
H 0.373 1.204 -7.014
H 0.871 -0.500 -7.049
H 0.690 0.412 -8.552
H -1.534 -0.329 -6.596
H -1.302 -1.084 -8.167
H -3.007 1.412 -11.810
H -1.829 2.719 -11.520
H -3.568 3.038 -11.374
C -3.396 -1.010 2.090
C -2.294 -2.016 2.349
O -2.520 -3.255 1.659
C -2.254 -3.242 0.354
O -1.824 -2.302 -0.270
O -2.523 -4.448 -0.138
C -2.354 -4.543 -1.561
H -4.367 -1.440 2.335
H -3.242 -0.117 2.696
H -3.419 -0.714 1.042
H -2.267 -2.277 3.405
H -1.316 -1.617 2.081
H -1.375 -4.190 -1.853
H -3.122 -3.965 -2.070
H -2.456 -5.590 -1.829
C 4.352 -2.229 2.938
C 4.008 -1.487 4.210
O 2.960 -2.139 4.950
C 3.327 -3.218 5.639
O 4.439 -3.669 5.718
O 2.241 -3.712 6.239
C 2.470 -4.922 6.966
H 3.456 -2.381 2.332
H 5.077 -1.663 2.355
H 4.773 -3.210 3.153
H 3.618 -0.500 3.971
H 4.882 -1.352 4.845
H 3.282 -4.801 7.679
H 2.694 -5.737 6.280
H 1.550 -5.140 7.498

=====

19
Properties=species:S:1:pos:R:3 method="wB97M-V/def2-TZVPD" homo_ev=-7.96 relative_energy_kcal_mol=76.39 lumo_energy_ev=0.91
C 1.204 1.797 1.916
C 0.676 0.626 1.161
C -0.796 1.255 0.233
N 0.994 -0.549 1.236
H 1.583 2.544 1.219
H 0.411 2.269 2.495
H 2.006 1.472 2.576
H -0.490 2.275 -0.001
H -1.206 0.961 -0.739
H -1.564 1.317 1.004
H 0.290 -1.260 0.528
C 0.320 -1.240 -2.364
C -0.474 -1.996 -1.615
N -0.827 -1.683 -0.287
H 0.743 -0.317 -2.000
H 0.635 -1.577 -3.338
H -0.871 -2.931 -1.983
H -1.524 -2.299 0.109
H -1.110 -0.663 -0.151